A gas-phase ion, C8H12NOS (charge +1) in a non-equilibrium geometry, computed with ωB97M-V with the def2-TZVPD basis set.

Results
relative energy (zero: lowest compared OMol25 entry of this formula, charge and spin): 53.8 kcal/mol
calculated total energy: -839.83562 a.u.
LUMO energy: -4.216 eV
total charge: +1

Last column: Löwdin charge in e.
Geometry (Å):
S -2.77 0.07 0.35  1.02
O -3.82 0.88 -0.30  -0.45
N 1.56 -1.26 0.83  0.22
C -1.18 -1.82 -0.29  -0.12
C 1.65 0.75 -0.72  -0.14
C -0.38 -0.64 -0.31  -0.23
C -0.50 1.87 0.02  -0.17
C 1.07 1.69 0.22  -0.19
C 1.09 -0.68 -0.45  -0.27
C -2.50 -1.59 -0.16  -0.20
C -1.17 0.58 -0.15  -0.29
H -0.62 -2.69 -0.44  0.11
H 1.38 -1.20 -1.32  0.15
H 2.72 0.73 -0.55  0.12
H 1.42 -0.67 1.71  0.21
H 0.96 1.48 1.28  0.11
H -3.19 -2.30 0.25  0.09
H 0.83 -2.05 1.02  0.20
H -1.04 2.37 0.87  0.14
H 1.57 2.65 0.06  0.13
H 2.53 -1.64 0.86  0.19
H 1.39 1.08 -1.84  0.20
H -1.00 2.38 -0.94  0.18